Entry 1:
{
  "formula": "C7H14S",
  "method": "ωB97M-V/def2-TZVPD",
  "elements": ["C", "C", "S", "C", "C", "C", "C", "C", "H", "H", "H", "H", "H", "H", "H", "H", "H", "H", "H", "H", "H", "H"],
  "positions_angstrom": [[0.93715, -1.68795, -0.46794], [1.24402, -0.24560, -0.47303], [2.95485, 0.04313, 0.39311], [0.08742, 0.70493, -0.00360], [0.30954, 1.94554, -0.87405], [-0.44715, 0.72337, 1.37747], [-1.32762, 0.35343, 0.24333], [-2.04713, -0.94127, 0.11370], [1.69409, -2.25282, -0.94173], [0.68670, -2.40492, 0.53528], [0.02332, -1.88492, -1.12531], [1.43202, 0.06636, -1.54012], [2.70972, -0.38557, 1.71949], [0.05150, 1.84608, -2.01325], [1.37766, 2.35665, -0.67316], [-0.29276, 2.69237, -0.34448], [-0.72649, 1.70757, 1.97070], [0.08913, 0.06943, 2.12119], [-1.85771, 1.21588, -0.02185], [-3.25473, -1.04744, 0.27703], [-2.08180, -1.15045, -1.03534], [-1.56173, -1.72381, 0.76258]],
  "forces_ev_per_a": [[-2.85, -3.63, 0.99], [0.08, 0.61, 1.34], [-1.29, -0.18, 0.58], [2.74, -0.11, -2.50], [0.62, 1.46, 0.81], [0.67, 2.31, 3.19], [-0.54, -1.06, 1.21], [-2.51, -1.87, -1.86], [1.13, -0.48, -0.47], [0.78, 2.73, -2.19], [1.03, 0.36, 0.86], [0.22, -0.48, 1.15], [-0.14, 0.40, -1.64], [0.50, 0.09, 2.31], [-1.53, -0.89, -0.84], [-0.29, 0.43, -0.87], [0.84, -1.74, -1.58], [-1.05, 0.00, -1.14], [-1.30, 0.92, -0.48], [2.96, 1.06, 0.37], [0.52, -0.46, 1.97], [-0.58, 0.52, -1.20]],
  "max_force_ev_per_a": 4.7,
  "total_energy_ev": -18318.21489,
  "orbital_gap_ha": 0.363,
  "charge": 0
}

Entry 2:
{
  "formula": "C7H15",
  "method": "ωB97M-V/def2-TZVPD",
  "elements": ["C", "C", "C", "H", "H", "H", "H", "H", "H", "C", "C", "C", "C", "H", "H", "H", "H", "H", "H", "H", "H", "H"],
  "positions_angstrom": [[1.46562, 1.59249, -3.30918], [0.21524, 0.79645, -3.02613], [-0.60230, 1.10006, -1.99429], [2.03716, 1.14607, -4.13710], [1.26068, 2.64341, -3.56645], [2.10544, 1.64684, -2.41877], [0.00978, 0.00355, -3.76408], [-1.55124, 0.58946, -1.82793], [-0.40133, 2.00854, -1.40985], [-0.02583, 0.31043, 2.55383], [-0.68866, -0.76331, 1.68462], [-0.91006, -2.01901, 2.53897], [0.22164, -0.96606, 0.51408], [0.16687, 1.21554, 1.97992], [-0.67906, 0.59097, 3.38098], [0.91696, -0.05743, 2.96595], [-1.64171, -0.41562, 1.25785], [-1.37580, -2.82269, 1.97340], [0.02292, -2.38579, 2.97068], [-1.58987, -1.79302, 3.36181], [1.17724, -1.41140, 0.79579], [-0.13370, -1.00949, -0.52410]],
  "forces_ev_per_a": [[0.36, 0.16, -0.03], [-0.68, 0.50, 0.57], [0.40, 0.10, -1.46], [-0.10, 0.21, 0.35], [-0.14, -0.35, -0.08], [-0.03, -0.19, -0.21], [-0.16, 0.21, 0.73], [0.33, 0.04, 0.03], [-0.01, -0.60, 0.01], [-0.52, 0.32, 0.15], [0.30, 0.30, -0.59], [-0.32, 0.03, -0.16], [-0.08, -1.00, 0.09], [0.11, 0.01, -0.03], [0.02, -0.03, 0.16], [-0.03, 0.01, -0.07], [0.03, 0.05, 0.53], [0.08, -0.11, -0.14], [0.06, 0.04, -0.10], [0.03, 0.08, 0.09], [0.03, 0.18, -0.50], [0.33, 0.03, 0.66]],
  "multiplicity": 2,
  "s_squared": 0.754,
  "max_force_ev_per_a": 1.5,
  "total_energy_ev": -7499.43129,
  "orbital_gap_ha": [0.333, 0.365],
  "charge": 0
}